Below is a 10-piece molecular cluster, C39H98O30S7 overall in a non-equilibrium geometry, with properties calculated with ωB97M-V/def2-TZVPD.

Summary:
E_tot in eV: -179287.881
Energy above the lowest of the compared OMol25 structures with the same formula, charge and spin in kcal per mole: 177.8
Molar mass in g/mol: 1271.652
Max |F| in eV/A: 4.495
HOMO in eV: -9.22
SMILES: CCOS(C)(=O)=O.CCOS(C)(=O)=O.CCOS(C)(=O)=O.CCOS(C)(=O)=O.CCOS(C)(=O)=O.CCOS(C)(=O)=O.CCOS(C)(=O)=O.COCCOCCOC.COCCOCCOC.COCCOCCOC
Kohn-Sham gap in eV: 9.097

The geometry in ORCA input format:
```
! wB97M-V def2-TZVPD RIJCOSX def2/J DEFGRID3
* xyz 0 1
C -5.732 -1.452 6.804
C -4.420 -2.156 6.963
O -3.695 -1.516 5.866
S -2.063 -1.516 5.701
C -1.738 -0.269 7.005
O -1.458 -2.834 6.105
O -1.765 -0.817 4.421
H -6.117 -1.678 5.810
H -5.858 -0.377 6.934
H -6.470 -1.874 7.487
H -3.951 -1.955 7.927
H -4.485 -3.244 6.944
H -2.205 0.649 6.648
H -0.651 -0.206 7.059
H -2.073 -0.536 8.007
C 1.094 -6.519 3.672
C 0.182 -6.859 4.888
O 1.112 -6.956 5.950
S 0.488 -6.660 7.484
C 0.617 -4.769 7.449
O -0.903 -7.110 7.571
O 1.429 -7.112 8.534
H 1.760 -5.660 3.755
H 0.434 -6.422 2.810
H 1.629 -7.423 3.383
H -0.505 -6.015 4.954
H -0.455 -7.736 4.772
H 1.437 -4.362 6.857
H 0.513 -4.382 8.463
H -0.404 -4.672 7.079
C 5.929 -2.728 -0.228
C 4.449 -3.004 0.142
O 4.333 -4.271 0.644
S 3.631 -5.511 -0.232
C 1.941 -5.366 0.102
O 3.763 -5.178 -1.653
O 3.996 -6.793 0.354
H 6.176 -3.130 -1.210
H 6.660 -3.173 0.447
H 6.295 -1.704 -0.309
H 4.294 -2.335 0.988
H 3.634 -2.782 -0.547
H 1.362 -5.926 -0.632
H 1.742 -4.310 -0.079
H 1.715 -5.826 1.064
C 3.743 4.591 -0.424
C 2.973 5.865 -0.732
O 2.269 6.359 0.362
S 2.776 7.885 0.882
C 4.057 7.250 2.016
O 3.276 8.621 -0.268
O 1.702 8.484 1.699
H 4.069 4.129 -1.356
H 3.139 3.905 0.169
H 4.642 4.783 0.162
H 3.440 6.517 -1.469
H 2.121 5.534 -1.326
H 4.222 8.093 2.687
H 5.015 7.012 1.554
H 3.835 6.422 2.689
C -0.143 9.428 -1.227
C -0.701 8.242 -1.971
O -0.890 8.578 -3.365
S -1.283 7.336 -4.393
C 0.343 6.584 -4.761
O -2.092 6.355 -3.628
O -1.758 7.956 -5.624
H 0.552 9.995 -1.847
H 0.348 8.995 -0.355
H -0.829 10.132 -0.756
H 0.080 7.482 -1.976
H -1.621 7.820 -1.569
H 0.481 5.538 -4.488
H 1.179 6.961 -4.172
H 0.651 6.810 -5.782
C -6.547 0.217 -1.315
C -5.265 0.990 -1.694
O -5.260 0.900 -3.114
S -3.791 0.738 -3.900
C -3.117 2.367 -3.368
O -2.976 -0.257 -3.218
O -3.893 0.825 -5.344
H -6.324 -0.850 -1.333
H -7.419 0.476 -1.915
H -6.780 0.440 -0.274
H -5.302 2.014 -1.321
H -4.367 0.476 -1.351
H -2.085 2.435 -3.710
H -3.047 2.451 -2.283
H -3.640 3.142 -3.929
C -1.863 -3.266 -2.652
C -2.409 -4.501 -2.028
O -1.657 -4.761 -0.848
S -2.521 -5.026 0.570
C -2.806 -3.222 1.102
O -3.823 -5.558 0.214
O -1.627 -5.640 1.547
H -2.497 -2.907 -3.463
H -0.889 -3.574 -3.032
H -1.645 -2.477 -1.931
H -3.486 -4.606 -1.903
H -2.317 -5.401 -2.636
H -3.789 -3.266 1.571
H -2.643 -2.651 0.188
H -2.096 -3.038 1.908
C -0.544 4.896 1.318
O -1.098 3.738 1.898
C -2.403 3.363 1.488
C -2.697 2.007 1.982
O -3.956 1.411 1.599
C -4.322 0.278 2.420
C -5.240 0.947 3.528
O -4.561 2.007 4.195
C -5.262 2.637 5.180
H 0.515 4.797 1.558
H -0.984 5.806 1.725
H -0.631 4.913 0.232
H -2.535 3.421 0.408
H -2.966 4.160 1.974
H -2.544 2.054 3.061
H -1.915 1.379 1.555
H -3.475 -0.236 2.874
H -4.996 -0.386 1.878
H -5.583 0.124 4.155
H -6.101 1.365 3.007
H -5.721 1.966 5.907
H -6.205 3.027 4.795
H -4.642 3.379 5.682
C 5.462 -1.327 -9.399
O 5.663 -2.759 -9.702
C 4.756 -3.699 -9.239
C 4.761 -4.038 -7.771
O 4.238 -3.106 -6.866
C 4.571 -3.440 -5.542
C 3.728 -2.534 -4.612
O 3.946 -1.207 -5.000
C 4.691 -0.377 -4.160
H 4.703 -0.851 -10.020
H 6.380 -0.756 -9.541
H 5.136 -1.252 -8.362
H 4.987 -4.645 -9.730
H 3.699 -3.614 -9.492
H 5.687 -4.413 -7.334
H 3.953 -4.768 -7.717
H 5.637 -3.248 -5.425
H 4.484 -4.484 -5.240
H 3.944 -2.683 -3.554
H 2.679 -2.730 -4.833
H 4.135 -0.198 -3.239
H 4.712 0.646 -4.537
H 5.754 -0.603 -4.075
C 1.200 -2.918 2.771
O 0.913 -2.142 1.607
C 0.600 -0.809 1.871
C 0.253 0.011 0.553
O 1.289 -0.182 -0.448
C 0.861 -0.268 -1.820
C 0.709 1.116 -2.499
O -0.217 2.012 -1.862
C -0.007 3.417 -2.237
H 0.347 -3.182 3.397
H 2.035 -2.544 3.363
H 1.742 -3.768 2.355
H 1.413 -0.262 2.350
H -0.232 -0.671 2.561
H 0.440 1.084 0.591
H -0.771 -0.212 0.253
H 0.050 -0.944 -2.092
H 1.658 -0.730 -2.401
H 0.607 1.064 -3.583
H 1.602 1.720 -2.336
H 0.286 3.584 -3.274
H 0.780 3.873 -1.636
H -0.779 4.124 -1.931
*
```